Entry from OMol25: a cluster of 13 separate species, C5H37N2O13 in total at a distorted geometry (the ωB97M-V functional and the def2-TZVPD basis).

Geometry as ORCA input:
```
! RIJCOSX wB97M-V def2-TZVPD def2/J DEFGRID3
* xyz 1 1
C -0.11 -3.14 -1.51
O 1.03 -2.75 -2.29
C -1.13 -2.02 -1.42
C -1.06 -1.21 -0.10
C -0.13 -0.05 -0.14
C -0.31 0.95 -1.02
N 0.63 2.06 -1.20
N 0.94 -0.07 0.73
H 0.31 -3.40 -0.54
H -0.49 -4.07 -1.94
H 0.79 -2.42 -3.17
H -1.06 -1.37 -2.28
H -2.15 -2.42 -1.48
H -0.89 -1.85 0.75
H -2.07 -0.86 0.16
H -1.10 0.93 -1.75
H 1.53 1.68 -1.56
H 0.23 2.68 -1.92
H 0.82 2.60 -0.32
H 0.92 -0.70 1.52
H 1.44 0.79 0.93
H -3.97 0.62 2.91
H -5.00 0.13 3.98
O -4.24 -0.15 3.46
H 3.74 1.13 -2.98
H 2.97 0.01 -2.13
O 2.87 0.86 -2.67
H -0.22 1.87 3.77
H -0.31 3.42 3.93
O -0.29 2.73 3.26
H -2.35 -1.63 5.42
H -2.87 -0.91 4.16
O -2.05 -1.34 4.55
H 1.16 -2.50 -5.36
H -0.36 -2.24 -5.23
O 0.50 -2.04 -4.84
H 1.90 -2.19 4.46
H 2.90 -1.07 4.19
O 1.97 -1.31 4.06
H -2.69 2.28 2.15
H -3.31 1.49 0.98
O -3.51 1.83 1.86
H -0.88 3.09 -4.74
H -0.08 1.79 -4.44
O -0.65 2.49 -4.03
H 2.69 -1.08 -0.35
H 2.35 -1.90 -1.60
O 3.06 -1.33 -1.21
H 0.86 -0.28 -4.89
H 1.79 0.69 -4.09
O 1.14 0.65 -4.82
H 2.25 3.58 1.60
H 0.90 2.88 2.04
O 1.57 2.95 1.30
H -0.76 -0.18 4.64
H 0.77 -0.15 4.61
O 0.00 0.47 4.61
*
```

Calculated values
Energy above the lowest of the compared OMol25 structures with the same formula, charge and spin = 20.6 kcal per mole
Lowest unoccupied orbital energy = -2.1645 eV
Calculated total energy = -35380.38650 eV
Gap between HOMO and LUMO = 9.44 eV

---

Entry from OMol25: a cluster of 2 separate species, C3H8NO in total at a distorted geometry (the ωB97M-V functional and the def2-TZVPD basis).

Geometry as ORCA input:
```
! RIJCOSX wB97M-V def2-TZVPD def2/J DEFGRID3
* xyz 0 2
C 1.27 -0.35 2.64
N 0.25 0.22 1.98
H 2.07 -0.90 2.17
H 1.44 -0.16 3.69
H -0.26 1.01 2.33
H 0.17 0.18 0.96
O 0.26 0.43 -0.77
C -0.59 0.49 -1.64
C -1.10 -0.71 -2.33
H -0.84 1.51 -2.00
H -2.11 -0.46 -2.68
H -0.37 -1.08 -3.05
H -1.21 -1.46 -1.55
*
```

Calculated values
Energy above the lowest of the compared OMol25 structures with the same formula, charge and spin = 7.2 kcal per mole
Lowest unoccupied orbital energy (alpha / beta) = 0.6604 / 0.6563 eV
Calculated total energy = -6775.75343 eV
Gap between HOMO and LUMO (alpha / beta) = 6.01 / 10.93 eV

---

Entry from OMol25: the molecule C5H8NPS at a distorted geometry (the ωB97M-V functional and the def2-TZVPD basis).

Geometry as ORCA input:
```
! RIJCOSX wB97M-V def2-TZVPD def2/J DEFGRID3
* xyz 0 1
C -0.44 0.85 -0.50
C -0.85 -0.09 0.44
C 1.37 -0.56 0.33
C -1.28 1.90 -1.22
C 2.72 -1.18 0.48
N 0.28 -0.93 0.88
P -2.49 -0.60 0.98
S 1.24 0.80 -0.76
H -0.58 2.64 -1.22
H -1.71 1.47 -2.21
H -2.03 2.22 -0.54
H 3.29 -0.64 -0.26
H 3.05 -0.95 1.53
H 2.68 -2.30 0.49
H -3.25 -0.02 -0.04
H -2.68 0.57 1.68
*
```

Calculated values
Energy above the lowest of the compared OMol25 structures with the same formula, charge and spin = 10.5 kcal per mole
Lowest unoccupied orbital energy = 0.7446 eV
Structure (SMILES) = Cc1nc(P)c(C)s1
Calculated total energy = -26927.53942 eV
Gap between HOMO and LUMO = 9.50 eV

---

Entry from OMol25: a structure of composition C23H20IrN3O3S5 (the ωB97M-V functional and the def2-TZVPD basis).

Geometry as ORCA input:
```
! RIJCOSX wB97M-V def2-TZVPD def2/J DEFGRID3
* xyz 0 1
Ir 0.67 -0.59 -2.32
S 5.24 4.95 -2.00
C 4.22 3.69 -2.16
S 2.49 3.87 -2.23
C 2.10 2.17 -2.36
C 3.14 1.32 -2.38
S 2.92 -0.40 -2.54
S 4.73 2.04 -2.27
S 0.45 1.63 -2.49
C 1.24 4.62 1.35
O 0.83 4.26 2.66
C -0.22 3.41 2.77
C -1.04 3.04 1.70
C -2.04 2.11 1.89
C -2.24 1.52 3.13
C -1.49 1.98 4.21
C -0.48 2.90 4.04
N -3.20 0.51 3.45
N -3.62 -0.33 2.64
C -2.97 -0.61 1.41
C -3.79 -0.84 0.32
C -3.31 -0.93 -0.99
C -1.95 -0.82 -1.24
O -1.40 -0.84 -2.42
C -1.09 -0.73 -0.10
N 0.24 -0.72 -0.39
C 1.14 -0.69 0.58
C 0.74 -0.71 1.92
C -0.59 -0.71 2.24
C -1.56 -0.67 1.22
H 2.19 5.14 1.47
H 0.52 5.29 0.88
H 1.38 3.74 0.73
H -0.90 3.47 0.72
H -2.68 1.85 1.05
H -1.70 1.57 5.20
H 0.13 3.23 4.87
H -4.85 -0.87 0.51
H -3.99 -1.06 -1.82
H 2.18 -0.66 0.28
H 1.50 -0.73 2.69
H -0.90 -0.74 3.28
C 1.32 -4.97 -1.94
C -0.09 -4.95 -2.53
C -0.20 -3.56 -3.15
O 0.82 -2.77 -2.48
C 1.45 -3.55 -1.45
H 2.06 -5.17 -2.71
H 1.43 -5.70 -1.14
H -0.84 -5.08 -1.75
H -0.25 -5.73 -3.28
H -1.16 -3.08 -2.99
H 0.04 -3.55 -4.21
H 0.91 -3.40 -0.50
H 2.47 -3.18 -1.34
*
```

Calculated values
Energy above the lowest of the compared OMol25 structures with the same formula, charge and spin = 1.7 kcal per mole
Lowest unoccupied orbital energy = -0.8942 eV
Calculated total energy = -91802.79424 eV
Gap between HOMO and LUMO = 6.55 eV

---

Entry from OMol25: a structure of composition C5H7N at a distorted geometry (the ωB97M-V functional and the def2-TZVPD basis).

Geometry as ORCA input:
```
! RIJCOSX wB97M-V def2-TZVPD def2/J DEFGRID3
* xyz 0 1
N 2.61 -0.52 1.41
C 1.94 -0.21 0.52
C 1.10 0.21 -0.60
C -0.30 0.55 -0.12
C -0.62 -0.79 1.30
C -1.36 0.39 -1.01
H 1.06 -0.60 -1.34
H 1.60 1.06 -1.10
H -0.35 1.46 0.48
H -1.21 -0.49 2.20
H -0.95 -1.84 1.12
H -1.26 -0.23 -1.90
H -2.26 1.00 -0.97
*
```

Calculated values
Energy above the lowest of the compared OMol25 structures with the same formula, charge and spin = 123.8 kcal per mole
Lowest unoccupied orbital energy (alpha / beta) = -0.5665 / -0.0455 eV
Calculated total energy = -6783.14512 eV
Gap between HOMO and LUMO (alpha / beta) = 8.26 / 8.32 eV

---

Entry from OMol25: the molecule C4H6N2 (the ωB97M-V functional and the def2-TZVPD basis).

Geometry as ORCA input:
```
! RIJCOSX wB97M-V def2-TZVPD def2/J DEFGRID3
* xyz 0 1
N -0.86 -0.60 -1.12
C -1.24 0.46 -0.61
C -1.64 1.58 -0.08
C 0.93 -0.62 0.60
C 0.43 -1.16 -0.71
N 2.08 -0.10 0.70
H -1.36 2.53 -0.53
H -2.25 1.58 0.82
H 0.21 -0.68 1.43
H 1.16 -0.95 -1.49
H 0.31 -2.25 -0.65
H 2.24 0.22 1.66
*
```

Calculated values
Energy above the lowest of the compared OMol25 structures with the same formula, charge and spin = 51.3 kcal per mole
Lowest unoccupied orbital energy = 1.0187 eV
Structure (SMILES) = [H]/N=C/CN=C=C
Calculated total energy = -7223.36625 eV
Gap between HOMO and LUMO = 10.11 eV